Molecular formula: C2H8OP2S
Method: DFT, ωB97M-V/def2-TZVPD

molar mass = 142.100 u
HOMO energy = -9.35 eV
HOMO-LUMO gap = 9.23 eV
DFT total energy = -1237.07404 Eh
energy above the lowest of the compared OMol25 structures with the same formula, charge and spin = 29.0 kcal/mol

XYZ file:
```
14
Properties=species:S:1:pos:R:3:mulliken_charge:R:1
C -0.072 -2.064 0.425 -0.858
C 0.184 -0.721 -0.190 -0.684
O -3.796 1.444 0.606 -0.574
P -2.754 0.411 0.729 0.480
P -1.309 0.393 -0.785 0.062
S -2.848 -1.238 -0.552 -0.238
H -0.028 -2.720 -0.472 0.191
H 0.765 -2.137 1.164 0.312
H -0.955 -2.176 1.093 0.332
H 0.923 -0.730 -0.987 0.456
H 0.696 -0.044 0.541 0.372
H -0.065 -1.901 -3.004 -0.020
H -2.733 -0.066 2.132 0.134
H 0.659 -2.335 -2.830 0.034
```